{
  "formula": "C3H4N2OS",
  "method": "ωB97M-V with the def2-TZVPD basis set",
  "elements": ["C", "N", "O", "C", "S", "N", "C", "H", "H", "H", "H"],
  "positions_angstrom": [[-0.9554, 0.6343, 0.7940], [0.1548, 1.1516, 1.3385], [1.2235, 1.0581, 0.3286], [1.5020, -0.0789, -0.2940], [0.5936, -0.6774, -1.9360], [-0.9792, -0.8773, -1.4348], [-1.4746, -0.2453, -0.3909], [-1.8603, 0.7927, 1.6375], [2.6524, -0.0168, -0.6749], [1.5312, -1.0157, 0.4304], [-2.3880, -0.7252, 0.2018]],
  "atomic_forces_ev_per_a": [[-0.1, 1.2, 3.6], [-2.2, -2.2, -4.3], [-0.4, 2.2, 1.4], [2.9, -3.9, -0.9], [0.4, 1.0, 1.6], [-0.7, 1.6, 2.4], [-0.1, -2.1, 1.9], [2.4, -0.5, -2.5], [-2.7, 0.0, 0.7], [-0.6, 1.7, -1.5], [1.2, 1.0, -2.5]],
  "nbo_charge": [-0.02, -0.07, -0.42, -0.22, 0.42, -0.52, -0.02, 0.21, 0.23, 0.21, 0.20],
  "total_energy_ev": -19033.397,
  "homo_energy_ev": -9.13,
  "lumo_ha": -0.032,
  "smiles": "C1=NOCSN=C1",
  "max_force_ev_per_a": 5.30
}


{
  "formula": "C18H42N3O2P2Y",
  "method": "ωB97M-V with the def2-TZVPD basis set",
  "elements": ["Y", "P", "P", "N", "C", "H", "H", "C", "H", "H", "C", "H", "H", "C", "H", "H", "C", "C", "H", "H", "H", "C", "C", "H", "H", "H", "C", "C", "H", "H", "H", "C", "C", "H", "H", "H", "C", "O", "C", "H", "H", "H", "C", "H", "H", "H", "C", "H", "H", "H", "C", "H", "H", "H", "H", "H", "H", "H", "H", "H", "N", "C", "N", "O", "H", "H", "H", "H"],
  "positions_angstrom": [[0.6470, -0.2660, 0.0304], [-0.0088, 1.4591, -2.0679], [-0.8329, -1.5188, 1.9786], [-1.8245, -0.7042, -0.8566], [-1.7888, 1.2557, -2.4564], [-2.2386, 2.2548, -2.5505], [-1.8623, 0.7623, -3.4380], [-2.5960, 0.4481, -1.4252], [-2.9136, 1.0665, -0.5712], [-3.5148, 0.0628, -1.9082], [-2.7415, -1.6521, -0.1001], [-2.5253, -2.6787, -0.4368], [-3.7851, -1.4261, -0.3713], [-2.5816, -1.5150, 1.4212], [-3.1084, -2.3411, 1.9220], [-3.0345, -0.5707, 1.7652], [-0.6650, -1.2394, 3.7800], [-0.5180, 0.2825, 4.0292], [-1.4613, 0.8301, 3.9130], [0.2087, 0.7448, 3.3518], [-0.1632, 0.4625, 5.0542], [-0.2407, -3.2191, 1.5518], [1.3009, -3.3606, 1.5333], [1.5796, -3.9906, 0.6750], [1.6541, -3.8631, 2.4446], [1.8614, -2.4114, 1.4204], [0.9387, 0.8015, -3.5311], [2.4440, 1.1052, -3.4455], [2.9614, 0.4208, -4.1337], [2.8740, 0.9324, -2.4457], [2.6821, 2.1317, -3.7623], [0.3463, 3.2460, -1.8406], [1.7106, 3.4449, -1.1607], [1.7875, 4.4927, -0.8382], [2.5391, 3.2387, -1.8523], [1.8484, 2.8292, -0.2566], [-0.5532, 1.5210, 0.8588], [-1.2056, 2.3998, 1.2649], [-0.9315, -4.2844, 2.4214], [-1.5653, -3.8741, 3.2220], [-1.5658, -4.9172, 1.7843], [-0.1815, -4.9415, 2.8813], [0.3404, 1.1436, -4.9066], [1.1463, 1.3875, -5.6133], [-0.1905, 0.2671, -5.3028], [-0.3672, 1.9879, -4.9095], [0.2233, 4.0451, -3.1371], [0.4238, 5.1012, -2.9102], [0.9542, 3.7205, -3.8903], [-0.7865, 3.9848, -3.5635], [0.5002, -2.0278, 4.4009], [1.4218, -1.9183, 3.8098], [0.6951, -1.6441, 5.4134], [0.2863, -3.1016, 4.4843], [-1.6207, -1.5891, 4.2077], [-0.4420, 3.5738, -1.1393], [-0.5805, -3.3364, 0.5090], [0.8193, -0.2866, -3.3618], [-1.4431, -1.2535, -1.6430], [0.6517, -1.7740, -1.2011], [3.1068, 0.3925, 3.5649], [3.0211, 0.7071, 2.2642], [3.8080, 1.6886, 1.8213], [2.2208, 0.0805, 1.4808], [3.7438, 0.9062, 4.1654], [2.4469, -0.2833, 3.9501], [3.7229, 1.9862, 0.8594], [4.3394, 2.2656, 2.4701]],
  "atomic_forces_ev_per_a": [[1.0, -2.0, -0.8], [0.7, 0.1, -0.2], [0.5, -0.3, -0.7], [-0.4, -0.3, -0.3], [-0.4, 0.0, -0.1], [0.1, -0.3, -0.1], [0.0, 0.2, 0.2], [0.0, -0.4, 0.3], [0.1, -0.1, -0.3], [0.4, 0.3, 0.2], [0.5, 0.4, -0.2], [0.0, 0.4, 0.2], [0.3, -0.2, 0.1], [-0.3, -0.1, 0.5], [-0.1, 0.3, -0.1], [0.1, -0.3, 0.0], [-0.6, 0.2, 0.3], [-0.1, -0.1, 0.3], [0.1, -0.2, 0.0], [0.0, -0.2, 0.1], [-0.2, -0.1, -0.2], [-0.1, 0.2, 0.1], [0.1, -0.2, -0.3], [0.0, 0.2, 0.3], [0.0, 0.3, -0.3], [-0.2, -0.4, 0.1], [-0.2, -0.3, 0.3], [0.1, -0.1, -0.2], [-0.1, 0.3, 0.2], [-0.1, 0.1, -0.2], [-0.1, -0.3, 0.2], [-0.3, -0.2, 0.0], [0.1, 0.4, -0.1], [0.1, -0.3, -0.1], [-0.3, 0.1, 0.3], [-0.2, 0.0, -0.2], [-4.3, 5.4, 2.6], [2.8, -3.7, -1.8], [-0.2, -0.6, -0.2], [0.2, -0.1, -0.2], [0.1, 0.1, 0.4], [-0.3, 0.2, -0.1], [-0.2, 0.0, -0.4], [-0.3, -0.1, 0.2], [0.1, 0.3, 0.0], [0.3, -0.3, 0.1], [0.1, 0.4, 0.1], [-0.1, -0.2, -0.2], [-0.2, 0.1, 0.2], [0.3, 0.0, 0.1], [0.0, 0.0, 0.0], [-0.2, -0.1, 0.1], [-0.1, -0.1, -0.3], [0.1, 0.4, -0.1], [0.4, 0.2, 0.2], [0.2, 0.0, -0.2], [0.1, 0.1, 0.3], [0.1, 0.4, -0.1], [-0.2, 0.3, 0.4], [0.1, -0.4, -0.4], [-0.4, -0.1, -0.3], [-0.2, -0.4, 0.3], [0.0, 0.3, -0.1], [1.1, 0.9, 0.8], [-0.3, -0.4, 0.0], [0.5, 0.4, -0.1], [0.2, -0.1, 0.2], [-0.2, -0.3, -0.5]],
  "nbo_charge": [1.61, 0.83, 0.86, -0.70, -0.74, 0.27, 0.26, -0.21, 0.20, 0.22, -0.22, 0.23, 0.23, -0.73, 0.26, 0.25, -0.53, -0.61, 0.23, 0.19, 0.24, -0.52, -0.61, 0.25, 0.23, 0.19, -0.50, -0.61, 0.25, 0.20, 0.22, -0.51, -0.61, 0.25, 0.23, 0.18, 0.47, -0.42, -0.63, 0.21, 0.24, 0.24, -0.63, 0.24, 0.23, 0.22, -0.62, 0.24, 0.22, 0.22, -0.61, 0.19, 0.24, 0.25, 0.25, 0.23, 0.26, 0.26, 0.41, -0.63, -0.78, 0.83, -0.77, -0.82, 0.43, 0.43, 0.42, 0.43],
  "total_energy_ev": -47521.723,
  "homo_energy_ev": -14.41,
  "lumo_ha": -0.237,
  "max_force_ev_per_a": 7.34,
  "charge": 2
}


{
  "formula": "C13H19FN2O3S",
  "method": "ωB97M-V with the def2-TZVPD basis set",
  "elements": ["C", "C", "C", "C", "N", "C", "O", "C", "N", "C", "C", "C", "C", "C", "F", "C", "S", "C", "O", "O", "H", "H", "H", "H", "H", "H", "H", "H", "H", "H", "H", "H", "H", "H", "H", "H", "H", "H", "H"],
  "positions_angstrom": [[-4.1220, -0.2921, -2.0402], [-5.2659, -0.3971, -1.0373], [-5.0017, -1.3626, 0.1204], [-3.8830, -0.9247, 1.0583], [-2.5709, -1.2476, 0.5262], [-1.4666, -0.6899, 1.0356], [-1.4671, -0.0084, 2.0442], [-0.1627, -1.0621, 0.3261], [0.6826, 0.1077, 0.2425], [2.0608, -0.0249, 0.1160], [2.8867, 1.0799, 0.3285], [4.2591, 0.9682, 0.2188], [4.8564, -0.2444, -0.0837], [4.0287, -1.3297, -0.2886], [4.5739, -2.5276, -0.5933], [2.6521, -1.2469, -0.2040], [-0.0936, 1.5160, -0.2808], [-0.2946, 2.5396, 1.1880], [0.7488, 2.1969, -1.2154], [-1.3897, 1.1032, -0.7403], [-3.8535, -1.2772, -2.4204], [-3.2467, 0.1785, -1.5996], [-4.4323, 0.3160, -2.8870], [-5.4757, 0.5939, -0.6311], [-6.1652, -0.7363, -1.5584], [-4.7738, -2.3573, -0.2712], [-5.9177, -1.4469, 0.7089], [-3.9858, -1.4267, 2.0273], [-3.9290, 0.1540, 1.2382], [-2.5436, -1.6765, -0.3838], [-0.3673, -1.4833, -0.6656], [0.3404, -1.8093, 0.9478], [2.4470, 2.0345, 0.5548], [4.8759, 1.8386, 0.3801], [5.9254, -0.3516, -0.1647], [2.0712, -2.1323, -0.4022], [0.6752, 2.8877, 1.5139], [-0.7733, 1.9238, 1.9402], [-0.9264, 3.3715, 0.9033]],
  "atomic_forces_ev_per_a": [[-0.2, 0.2, 0.1], [0.1, -0.3, -0.1], [0.0, 0.3, 0.0], [-0.1, -0.1, 0.3], [-0.3, -0.2, -0.2], [0.1, -0.7, 0.1], [0.0, 0.0, 0.2], [-0.4, 0.0, 0.0], [-0.9, 0.6, -0.2], [1.0, 0.1, 0.0], [0.1, 0.0, 0.0], [-0.1, -0.1, 0.0], [0.0, -0.3, -0.1], [0.1, 0.2, 0.1], [-0.1, 0.1, 0.0], [-0.1, 0.0, 0.0], [0.2, 0.5, 0.0], [0.0, -0.6, -0.5], [0.2, 0.0, 0.2], [0.0, 0.0, 0.2], [0.1, -0.1, -0.1], [0.0, 0.0, -0.1], [0.1, 0.0, -0.1], [-0.1, 0.0, 0.0], [0.0, 0.1, 0.0], [-0.1, -0.1, 0.0], [0.0, -0.1, 0.0], [0.0, 0.2, -0.1], [0.0, -0.1, 0.0], [0.2, 0.1, 0.0], [0.0, -0.1, 0.1], [-0.1, 0.1, -0.1], [0.1, 0.1, 0.1], [0.0, 0.1, 0.0], [0.1, 0.0, 0.0], [-0.1, -0.1, 0.0], [0.2, 0.0, 0.0], [0.0, 0.0, 0.0], [-0.1, 0.1, -0.2]],
  "nbo_charge": [-0.63, -0.39, -0.40, -0.22, -0.60, 0.70, -0.66, -0.30, -0.67, 0.19, -0.24, -0.17, -0.31, 0.42, -0.32, -0.34, 2.32, -0.87, -0.93, -0.96, 0.19, 0.23, 0.22, 0.20, 0.20, 0.19, 0.22, 0.20, 0.21, 0.40, 0.20, 0.24, 0.22, 0.22, 0.23, 0.23, 0.24, 0.29, 0.25],
  "total_energy_ev": -36464.782,
  "homo_energy_ev": -8.76,
  "lumo_ha": 0.026,
  "smiles": "CCCCNC(=O)CN(c1cccc(F)c1)S(C)(=O)=O",
  "max_force_ev_per_a": 1.10
}


{
  "formula": "C12H21O10",
  "method": "ωB97M-V with the def2-TZVPD basis set",
  "elements": ["O", "C", "O", "C", "C", "C", "C", "C", "O", "O", "H", "H", "H", "H", "H", "H", "H", "H", "H", "C", "O", "C", "O", "O", "C", "H", "H", "H", "H", "H", "H", "C", "O", "C", "O", "O", "C", "H", "H", "H", "H", "H", "H"],
  "positions_angstrom": [[4.0376, -3.2916, 2.9095], [4.2296, -2.3971, 2.1233], [4.0166, -1.1111, 2.4518], [3.4595, -0.3173, 1.3753], [1.9646, -0.0007, 1.5496], [1.2398, -0.9114, 2.5264], [-0.2797, -0.8345, 2.2680], [-0.5629, -1.8259, 1.1356], [-0.3487, -1.4473, -0.0500], [-0.9383, -2.9539, 1.4895], [4.6658, -2.6161, 1.1406], [4.0461, 0.5926, 1.3090], [3.5901, -0.8615, 0.4445], [1.5297, -0.0904, 0.5622], [1.8726, 1.0259, 1.8888], [1.4878, -0.5890, 3.5317], [1.5210, -1.9415, 2.3631], [-0.8154, -1.1355, 3.1547], [-0.5143, 0.1862, 1.9742], [-0.4041, -1.8928, -2.9191], [0.3705, -0.7410, -3.3067], [1.1385, -0.9132, -4.3607], [1.2544, -1.9140, -5.0218], [1.7937, 0.2375, -4.5946], [2.6659, 0.1865, -5.7157], [-0.9742, -1.6173, -2.0422], [-1.0790, -2.1780, -3.7288], [0.2485, -2.7193, -2.6555], [2.1108, -0.0222, -6.6295], [3.4413, -0.5642, -5.5693], [3.1298, 1.1666, -5.7966], [-4.1103, 4.4756, 2.8997], [-4.7387, 3.6836, 1.8959], [-4.0092, 2.6293, 1.5073], [-2.9278, 2.3298, 1.9256], [-4.6877, 1.9681, 0.5773], [-3.9984, 0.8059, 0.0832], [-4.7928, 5.2902, 3.1281], [-3.9375, 3.8900, 3.8010], [-3.1710, 4.8874, 2.5344], [-3.8227, 0.0919, 0.8843], [-3.0554, 1.0847, -0.3809], [-4.6459, 0.3550, -0.6631]],
  "atomic_forces_ev_per_a": [[0.4, 0.6, -0.5], [-0.2, -0.9, 1.5], [-0.2, -0.2, -0.6], [-0.1, 0.1, -0.1], [0.9, -0.2, 0.1], [-0.6, 0.4, -0.5], [0.8, 0.1, -0.2], [-0.4, -0.1, -0.4], [0.1, 0.4, 0.2], [-0.2, -0.5, 0.2], [-0.2, 0.4, -0.3], [0.2, 0.1, 0.1], [0.1, -0.2, -0.2], [-0.4, 0.0, -0.2], [-0.2, 0.3, 0.0], [0.1, -0.3, 0.3], [0.3, -0.4, 0.3], [-0.3, 0.0, 0.2], [-0.3, 0.1, 0.1], [-0.5, -0.2, -0.1], [0.0, 0.0, 0.0], [-0.2, 0.0, 0.3], [0.1, -0.1, -0.2], [0.1, 0.1, -0.1], [0.1, 0.1, -0.1], [0.2, 0.1, 0.2], [0.2, 0.0, -0.1], [0.0, 0.0, 0.0], [0.0, -0.1, 0.0], [-0.1, -0.1, -0.1], [-0.1, 0.0, 0.1], [0.0, 0.2, 0.1], [-0.1, 0.1, 0.0], [-0.2, -0.2, -0.2], [0.3, 0.2, 0.3], [-0.1, 0.0, -0.1], [0.0, -0.2, -0.2], [-0.1, -0.1, -0.1], [0.1, 0.0, 0.0], [0.1, -0.1, 0.0], [0.1, 0.1, 0.0], [0.1, 0.0, 0.1], [-0.1, 0.1, 0.0]],
  "nbo_charge": [-0.56, 0.65, -0.52, -0.06, -0.44, -0.38, -0.51, 0.76, -0.84, -0.77, 0.10, 0.17, 0.17, 0.25, 0.18, 0.19, 0.21, 0.20, 0.19, -0.26, -0.48, 0.98, -0.66, -0.50, -0.25, 0.26, 0.16, 0.20, 0.18, 0.19, 0.18, -0.25, -0.50, 0.97, -0.63, -0.50, -0.26, 0.19, 0.19, 0.19, 0.21, 0.21, 0.19],
  "total_energy_ev": -33261.048,
  "homo_energy_ev": -4.39,
  "lumo_ha": 0.097,
  "max_force_ev_per_a": 1.77,
  "charge": -1
}